# 1
The following is a DFT calculation (ωB97M-V/def2-TZVPD) of a 4-piece molecular cluster, C22H34BBrIN6O6 overall.

The geometry in XYZ format:
```
71
Properties=species:S:1:pos:R:3:forces:R:3:mulliken_charge:R:1
C -1.66975 3.79406 3.72308 -0.7480 -0.4970 -0.9825 -0.849
C -1.20504 3.46364 2.15097 0.6211 -0.9821 0.7082 0.054
C 0.22845 4.19964 1.76922 -1.5984 1.2213 1.2918 -0.629
O 1.25961 3.15208 1.81474 1.2400 0.6168 -3.0720 -0.142
C 2.13547 3.17126 0.63325 0.7744 -0.7807 -0.5711 -0.445
N 1.42854 3.01967 -0.69497 0.3874 -1.0548 0.5949 -0.191
C 0.95298 1.60759 -0.95502 0.0697 0.4416 -0.4093 0.517
C -0.23699 1.63195 -2.08313 -1.3058 -0.2748 1.1308 -0.658
O -0.11559 2.75707 -3.06133 1.8637 -1.3337 2.5600 -0.105
N -0.79998 2.31785 -4.15681 -5.6900 1.4181 -0.0872 0.064
O -1.97884 2.66081 -4.00654 4.1010 -1.4859 -1.3922 -0.238
C 2.26767 0.71182 -1.35252 -1.7028 -1.1564 -0.3743 -1.387
I 2.84245 0.92080 -3.49473 -0.2979 -0.1463 1.1098 0.216
B 1.93927 -0.91222 -1.13810 -0.7637 -3.0960 0.1679 0.596
O 0.73342 -1.56132 -1.76386 1.8009 2.2183 2.5246 -0.460
O 2.81960 -1.83847 -0.36405 -2.1649 3.0065 -0.0346 -0.483
N 3.46494 1.19399 -0.55271 1.5807 0.5772 0.2819 0.216
C 3.12118 1.83076 0.77795 -1.3163 0.6218 3.4392 -0.208
C 4.41371 2.19263 1.72305 -0.0130 -0.3134 0.8114 -0.339
C 4.18926 1.52092 3.23440 -0.3747 5.5315 5.7294 0.331
O 4.09280 2.31555 4.32925 0.6780 -5.8167 -7.9819 -0.463
Br 4.06273 -0.48099 3.49206 0.0810 1.9712 -0.6269 -0.098
H -2.06751 2.77797 4.20663 0.9447 2.3721 -0.9364 0.203
H -2.58409 4.53160 3.63214 2.0303 -1.3056 0.6278 0.286
H -0.77458 4.22743 4.35421 -1.9583 -0.8429 -1.2980 0.283
H -0.99845 2.28809 2.14954 -0.2846 2.5161 -0.2818 -0.210
H -2.06067 3.65229 1.37413 1.7160 -0.1033 1.5597 0.368
H 0.46200 4.97000 2.64647 -0.3312 -1.6797 -1.8848 0.360
H 0.19647 4.82667 0.78206 0.1806 -1.6272 1.6481 0.304
H 2.79516 4.15312 0.56021 -1.3930 -1.9255 0.2636 0.268
H 2.08484 3.25469 -1.47908 -0.9748 0.1961 0.9289 0.333
H 0.49473 1.15219 0.02817 0.7864 1.0135 -1.8763 0.180
H -1.25249 1.84871 -1.49967 2.2093 -0.5365 -1.1495 0.404
H -0.38302 0.62115 -2.66386 0.6415 1.8711 1.1937 0.375
H 0.05192 -1.78057 -1.05922 1.1534 0.1273 -1.1289 0.336
H 2.61520 -1.79537 0.61682 0.4944 -0.2088 -1.4831 0.317
H 4.02467 1.88379 -1.13384 -0.7834 -0.8536 0.6585 0.568
H 4.14905 0.40828 -0.33363 -1.1204 0.6957 -0.5316 0.487
H 2.46240 1.03110 1.37057 1.4559 1.6206 -1.3675 0.133
H 4.50159 3.36764 1.90957 -0.2488 -2.7417 -0.3784 0.306
H 5.43415 1.78767 1.31478 -1.9135 0.6648 0.7121 0.361
N -1.27164 -4.30319 -1.14222 0.1080 0.2664 -0.0539 0.029
C -2.34409 -4.64784 -1.92298 -0.2037 -0.0599 -0.1152 -0.361
C -3.29632 -5.22030 -1.10949 0.1033 0.1503 -0.4067 -0.562
C -2.78243 -5.21533 0.20928 0.3279 0.1489 0.2638 -0.443
C -1.53208 -4.64072 0.16045 -0.0880 -0.0662 0.2604 -0.440
H -0.42148 -3.86717 -1.47501 -0.2609 -0.3769 0.0294 0.267
H -2.33723 -4.45820 -2.98797 -0.0445 -0.0974 0.1445 0.380
H -4.25774 -5.59932 -1.43094 0.1901 0.0661 0.0385 0.396
H -3.27203 -5.58994 1.09891 0.1080 0.0671 -0.1569 0.400
H -0.80679 -4.44486 0.93888 -0.1259 -0.1106 -0.0872 0.375
N -0.05615 0.24124 5.49306 0.1041 0.0677 -0.0059 0.171
C -1.12860 -0.10341 4.71229 -0.0953 -0.0795 -0.0603 -0.515
C -2.08082 -0.67586 5.52579 0.0213 0.0912 -0.3952 -0.484
C -1.56694 -0.67090 6.84455 0.3128 0.1116 0.2232 -0.461
C -0.31659 -0.09629 6.79573 -0.0317 -0.0677 0.0849 -0.468
H 0.79401 0.67727 5.16026 -0.3339 -0.1213 0.1894 0.152
H -1.12174 0.08623 3.64730 -0.0484 -0.0407 0.1466 0.422
H -3.04225 -1.05489 5.20433 0.1659 0.0732 0.0473 0.401
H -2.05654 -1.04551 7.73418 0.1011 0.0815 -0.1606 0.389
H 0.40870 0.09958 7.57416 -0.1546 -0.0500 -0.1188 0.389
N -1.35181 -3.07683 -5.88580 0.0784 -0.0287 0.0893 0.106
C -2.67509 -2.72346 -5.83464 -0.1762 0.0867 -0.0203 -0.437
C -3.18309 -2.78986 -7.11282 -0.1112 0.0884 0.4022 -0.429
C -2.13058 -3.20355 -7.96390 0.4099 -0.1037 -0.0062 -0.434
C -1.01220 -3.37635 -7.17950 0.0410 0.0047 -0.1761 -0.506
H -0.72433 -3.11201 -5.09292 -0.2587 -0.0156 -0.3568 0.174
H -3.14030 -2.45420 -4.89587 0.0250 -0.0351 -0.1699 0.368
H -4.20197 -2.56582 -7.40092 0.1788 -0.0467 0.0714 0.396
H -2.18301 -3.35932 -9.03370 0.0244 0.0151 0.2003 0.383
H -0.00613 -3.68471 -7.43072 -0.1937 0.0422 0.0048 0.386
```
Forces are in eV/Å.

Properties
* HOMO energy: -9.86 eV
* F_max: 9.9 eV/A
* spin multiplicity: 1
* E_LUMO: -4.51 eV
* Kohn-Sham gap: 0.1967 hartree
* charge: +1

---

# 2
The following is a DFT calculation (ωB97M-V/def2-TZVPD) of C22H34BF4LiO10 as an isolated structure.

The geometry in XYZ format:
```
72
Properties=species:S:1:pos:R:3:forces:R:3:mulliken_charge:R:1
Li -2.25292 -2.08675 -2.99063 0.0658 -0.1601 0.3875 0.849
B -0.24297 -0.97600 -1.45345 -0.5160 -1.1876 0.3158 0.405
F 0.83658 -0.16739 -1.51828 0.8119 0.8583 0.1303 -0.179
F -1.35723 -0.42592 -2.05196 -1.5219 0.9890 -1.0123 -0.432
F -0.02477 -2.16372 -2.17374 0.1320 -0.7262 -0.2027 -0.429
F -0.65061 -1.29264 -0.14576 0.5752 -0.0877 0.1956 -0.242
C 0.38935 -3.69635 1.96127 -3.5312 -0.0488 -3.0404 -0.324
O 1.71559 -3.45510 2.17716 1.1939 -0.3937 -4.2759 -0.445
H -0.19434 -3.20509 2.70741 -0.6998 0.7231 0.4453 0.227
H 0.08475 -4.74877 2.06546 0.4254 -0.1219 -0.3022 0.319
H -0.07763 -3.30670 0.88665 1.7337 -0.9037 2.6988 -0.106
H 1.73821 -3.33641 3.06017 0.9189 0.7554 4.4945 0.299
C -5.26941 -1.51988 -2.92272 -3.4728 1.0560 -0.6803 -0.780
O -4.11170 -1.60203 -2.14612 0.8505 -9.6687 -4.6502 -0.249
H -5.45809 -2.33988 -3.59144 0.3337 -0.7682 0.1047 0.271
H -5.40239 -0.61225 -3.62019 0.9442 -0.9147 1.1258 0.293
H -6.14622 -1.43050 -2.20115 0.7663 -0.3384 -0.9917 0.309
H -4.16673 -0.82428 -1.87193 0.7983 10.6600 4.9765 0.163
C -1.53586 -5.10895 -2.50769 -3.4122 -0.8837 -3.7606 -0.627
O -2.56507 -4.12404 -2.98218 0.8226 0.1587 0.5831 -0.369
H -0.84469 -5.15815 -3.30803 1.0977 0.2525 -0.6719 0.296
H -2.07204 -6.08069 -2.65005 0.7616 0.4853 1.4053 0.339
H -1.04984 -4.80962 -1.64948 0.3743 0.3650 2.1523 0.188
H -3.43025 -4.53319 -3.11011 0.4854 -0.0904 0.3393 0.230
C -1.05269 -0.80389 -5.14255 4.6101 -2.3240 0.1653 -0.688
O -2.11931 -1.67612 -4.86964 -1.5331 -3.9510 -0.9682 -0.528
H -0.21631 -0.35061 -4.49679 -2.3241 -1.0649 1.0208 0.149
H -1.57283 -0.09709 -5.56469 -1.4167 4.6868 -2.9440 0.443
H -0.33069 -1.34068 -5.75966 -0.3570 0.2189 -0.9594 0.332
H -2.33165 -2.29707 -5.74398 1.1566 2.6239 3.6655 0.329
C 0.27445 1.76750 3.53219 -1.0165 -2.9804 -2.6043 -0.822
C -0.19398 0.76300 2.62685 0.4983 1.2607 1.7684 0.104
C -1.39336 0.12137 3.00495 1.7507 -0.4167 -3.0421 0.109
C -2.05070 0.40874 4.16884 -1.0944 1.1467 1.7944 -0.469
C -1.59145 1.46521 5.03731 0.2799 -2.4472 -3.1831 -0.652
C -0.36171 2.07755 4.66326 -2.8071 0.6066 3.2378 0.807
O 0.12366 3.04041 5.52798 -0.0950 -0.1200 -0.1185 -0.575
O -1.90958 -0.76237 2.09851 0.1272 -0.4742 -1.1999 -0.596
H 1.14456 2.23280 3.25264 2.0783 1.3336 -0.3934 0.348
H 0.46109 0.56659 1.73011 -1.3163 -0.0717 0.9203 0.329
H -3.03159 -0.11816 4.41113 1.4845 0.7633 -0.4656 0.292
H -2.34326 1.62815 5.77283 0.5125 0.9257 1.1226 0.400
H 1.04137 3.15242 5.28801 0.4106 0.3805 0.0683 0.301
H -1.40154 -0.77228 1.20433 -0.9416 0.1325 2.2795 0.467
C 0.66367 2.96394 -0.10169 -5.1284 9.3425 7.3773 -1.304
C -0.75196 3.09126 -0.19111 -0.2603 -3.6974 -2.0244 -0.414
C -1.51767 3.88600 0.57061 1.5958 4.6007 2.6070 0.562
C -0.81991 4.90254 1.32961 0.3494 -0.7124 1.2339 -0.342
C 0.59793 4.80183 1.42756 -1.3455 2.4192 0.1329 -0.438
C 1.34898 3.84932 0.78337 -1.2050 -1.5392 -1.6155 0.566
O 2.70156 3.84303 0.99594 -0.5787 -0.0813 -0.1685 -0.548
O -2.83726 4.08861 0.49034 1.9084 -3.8574 -8.1651 -0.560
H 0.98072 2.29807 -0.61441 4.8468 -8.1738 -6.2431 1.455
H -1.32144 2.30974 -0.85260 1.2431 1.5370 1.0998 0.022
H -1.45012 5.66645 1.99548 1.6679 -1.5678 -1.7901 0.139
H 1.18889 5.67433 1.76667 -0.5318 -0.7035 0.5907 0.351
H 2.98677 3.04903 0.54864 0.8351 -0.3578 -0.1604 0.182
H -3.23190 4.35136 1.19712 -3.2976 2.5853 7.1396 0.297
C 5.58242 1.19851 -0.24895 -0.9903 -1.2107 2.7497 -0.791
C 4.99212 0.53333 -1.29895 0.6491 0.9420 -2.4967 -0.384
C 3.97002 -0.33117 -1.17949 -1.4182 -1.7652 0.5243 -0.158
C 3.61463 -0.66441 0.07803 -0.2399 -0.7586 0.8568 -0.187
C 4.10836 -0.03980 1.16523 1.5420 1.3575 -1.2964 -0.691
C 5.10193 0.89232 1.07067 0.2705 1.9510 -1.4523 0.588
O 5.50264 1.63419 2.18025 3.1933 1.3408 -5.6749 -0.520
O 3.35677 -1.05133 -2.19654 3.7419 -0.3158 -0.3112 -0.598
H 6.44518 1.78739 -0.26935 1.0064 1.0731 -0.6588 0.514
H 5.19521 0.60046 -2.36260 1.0345 0.8120 0.0495 0.385
H 3.14384 -1.55577 0.34651 -1.6322 -1.2215 -0.3584 0.640
H 3.82326 -0.39012 2.05654 -1.1316 -1.1190 3.5382 0.620
H 5.05663 1.32092 2.86676 -2.9461 -2.0080 4.8129 0.249
H 2.51253 -0.71120 -2.25851 -3.1231 0.8896 -0.2280 0.280
```
Forces are in eV/Å.

Properties
* HOMO energy: -7.41 eV
* F_max: 13.0 eV/A
* spin multiplicity: 1
* E_LUMO: -0.62 eV
* Kohn-Sham gap: 0.2492 hartree
* energy above the lowest of the compared OMol25 structures with the same formula, charge and spin: 23.7 kJ/mol

---

# 3
The following is a DFT calculation (ωB97M-V/def2-TZVPD) of C22H34BrF5MnO3PS2 as an isolated structure.

The geometry in XYZ format:
```
69
Properties=species:S:1:pos:R:3:forces:R:3:nbo_charge:R:1
Mn 0.92396 -2.52556 -1.16576 -0.5158 0.1327 -0.0806 1.369
C 2.81261 1.55226 4.95810 0.0195 -0.0044 0.0104 -0.594
C 1.63267 2.14168 4.17334 0.0047 0.0011 -0.0014 -0.069
C 0.54229 2.52737 5.17271 -0.0225 0.0028 0.0170 -0.603
C 2.09246 3.41699 3.45422 0.0094 0.0251 -0.0081 -0.595
C 1.14065 1.12234 3.14754 0.0054 -0.0083 0.0092 -0.086
C 1.99966 0.67875 2.14681 0.0281 0.0025 -0.0178 -0.175
C 1.55495 -0.23294 1.22030 -0.1156 0.0225 0.0526 -0.159
Br 2.78026 -0.80717 -0.12775 0.0944 -0.0414 0.0941 0.061
C 0.24725 -0.77520 1.18593 -0.0254 0.0045 -0.0043 0.298
O -0.11498 -1.59923 0.24604 0.0030 0.0518 -0.0054 -0.888
C -0.61166 -0.35249 2.23338 0.0465 -0.0169 -0.0351 -0.008
C -0.13707 0.58079 3.15459 0.0134 0.0174 0.0020 -0.213
C -2.05659 -0.84402 2.44355 0.0008 -0.0096 -0.0277 -0.083
C -2.18704 -1.40796 3.86804 -0.0202 0.0174 0.0494 -0.595
C -2.53696 -1.94620 1.49200 0.0515 0.0105 0.0067 -0.588
C -3.01502 0.34671 2.28578 -0.0266 0.0136 -0.0053 -0.596
H 3.19146 2.27496 5.68647 -0.0084 0.0067 0.0019 0.194
H 3.63481 1.28026 4.29517 0.0023 0.0037 -0.0102 0.208
H 2.50574 0.65108 5.49218 -0.0066 -0.0011 0.0007 0.211
H 0.93641 3.26452 5.87607 0.0045 -0.0003 0.0010 0.202
H 0.20069 1.66533 5.74904 0.0072 -0.0081 -0.0007 0.208
H -0.32297 2.96899 4.67436 0.0050 0.0049 -0.0135 0.209
H 2.44263 4.16065 4.17583 -0.0004 -0.0075 0.0076 0.194
H 1.27196 3.85171 2.88060 -0.0099 -0.0014 0.0033 0.212
H 2.90901 3.21273 2.76089 0.0029 -0.0096 -0.0063 0.207
H 3.01758 1.04147 2.08108 0.0106 -0.0009 -0.0031 0.205
H -0.82168 0.89915 3.92895 0.0142 0.0106 -0.0111 0.198
H -1.50894 -2.25137 4.00883 0.0077 -0.0069 -0.0161 0.216
H -3.20881 -1.75894 4.03558 -0.0037 -0.0012 0.0007 0.197
H -1.96054 -0.66285 4.63247 -0.0139 -0.0249 -0.0063 0.196
H -1.90962 -2.83391 1.54535 0.0232 -0.0134 0.0090 0.225
H -2.54802 -1.61605 0.45757 0.0042 0.0225 -0.0496 0.222
H -3.55599 -2.22093 1.78361 0.0145 -0.0058 -0.0099 0.183
H -2.80231 1.14196 3.00239 0.0142 -0.0004 0.0032 0.198
H -4.04702 0.01933 2.44112 -0.0040 0.0023 -0.0013 0.196
H -2.93758 0.77009 1.28226 0.0095 -0.0127 -0.0098 0.213
C 2.59140 1.15122 -6.14423 0.0129 0.0206 -0.0525 -0.636
C 1.17636 0.67519 -6.42129 0.0320 -0.0272 -0.0219 0.124
C 0.15139 1.79384 -6.35682 -0.0235 0.0124 -0.0033 -0.649
O 0.86368 -0.45353 -5.57856 -0.0087 0.0597 0.0089 -0.838
P 0.29554 -0.41166 -4.08211 0.0425 -0.1036 0.0947 1.692
S 1.07286 0.94653 -2.92236 0.0025 0.0540 0.0575 -0.696
S 0.53325 -2.34981 -3.54376 -0.0547 -0.0808 -0.0885 -0.749
O -1.25491 -0.15503 -4.42753 -0.0306 0.0002 -0.0245 -0.855
C -2.31897 0.25038 -3.53671 0.0844 0.0169 -0.0185 0.125
C -2.28524 -0.46473 -2.20158 -0.0474 -0.0910 0.0522 -0.660
C -2.33483 1.76206 -3.39571 -0.0694 0.0296 0.0144 -0.639
H 2.88589 1.87664 -6.90628 0.0082 0.0129 0.0022 0.196
H 3.28258 0.30933 -6.18075 0.0003 -0.0061 0.0088 0.217
H 2.65883 1.61593 -5.16221 -0.0156 -0.0090 0.0058 0.236
H 1.14416 0.23924 -7.42346 -0.0008 -0.0034 0.0164 0.175
H 0.16395 2.28591 -5.38416 0.0139 -0.0178 0.0049 0.231
H -0.85080 1.40991 -6.54120 -0.0075 -0.0028 -0.0080 0.222
H 0.39252 2.53202 -7.12482 0.0045 0.0061 -0.0016 0.203
H -3.21415 -0.06133 -4.08143 0.0139 -0.0192 0.0167 0.175
H -1.44541 -0.14212 -1.58654 0.0524 0.0116 0.0000 0.239
H -2.21136 -1.54336 -2.34170 -0.0093 0.0061 0.0002 0.229
H -3.20929 -0.25256 -1.65801 0.0073 0.0279 -0.0121 0.208
H -1.44146 2.10940 -2.87934 -0.0037 -0.0170 -0.0039 0.239
H -3.21513 2.06078 -2.82183 -0.0084 0.0065 -0.0035 0.201
H -2.38364 2.23782 -4.37637 0.0082 -0.0028 -0.0006 0.205
F 2.69371 -4.40303 -0.69410 0.2732 -0.1935 -0.0283 -0.403
C 1.28597 -4.58107 -0.56384 0.4444 0.2120 0.0047 0.104
F 1.01079 -5.69836 -1.31739 -0.1359 -0.0434 -0.0441 -0.366
C 1.14606 -5.01834 0.88510 -0.1956 -0.0490 0.0587 0.893
F -0.13493 -5.32577 1.16218 -0.0494 0.0108 0.0207 -0.333
F 1.88200 -6.10045 1.21186 0.0199 -0.0120 -0.0044 -0.334
F 1.51495 -4.02933 1.71630 0.0165 0.0135 0.0034 -0.327
```
Forces are in eV/Å.

Properties
* <S²>: 8.7574
* HOMO energy (alpha / beta): -4.84 / -5.14 eV
* F_max: 0.5 eV/A
* spin multiplicity: 6
* E_LUMO (alpha / beta): 2.47 / 2.47 eV
* Kohn-Sham gap (alpha / beta): 0.2688 / 0.2795 hartree
* energy above the lowest of the compared OMol25 structures with the same formula, charge and spin: 4.8 kJ/mol
* charge: -1

---

- The highest spin multiplicity belongs to which entry?
  C22H34BrF5MnO3PS2

---

- The highest spin multiplicity belongs to which entry?
  C22H34BrF5MnO3PS2